Density functional theory data (the ωB97M-V functional and the def2-TZVPD basis) for C9H26N4O3Sn as an isolated structure in a non-equilibrium geometry.

```
43
Properties=species:S:1:pos:R:3:nbo_charge:R:1
Sn -0.096 -0.554 -1.192 1.603
C -4.487 -0.107 0.288 -0.639
C -2.979 -0.387 0.216 -0.081
C -2.775 -1.841 0.564 -0.096
O -1.395 -2.158 0.552 -0.598
C -1.059 -3.271 1.385 -0.254
N -2.539 -0.091 -1.188 -0.936
H -4.659 0.958 0.120 0.231
H -4.932 -0.311 1.264 0.249
H -5.094 -0.672 -0.423 0.229
H -2.525 0.281 0.929 0.210
H -3.328 -2.554 -0.061 0.205
H -3.290 -1.953 1.527 0.219
H -1.325 -3.102 2.429 0.200
H -0.001 -3.497 1.302 0.205
H -1.628 -4.140 1.048 0.202
H -3.298 -0.392 -1.796 0.422
H -2.488 0.921 -1.314 0.392
C 1.215 2.931 1.513 -0.634
C 1.072 1.577 0.813 -0.099
C 1.900 0.539 1.525 -0.078
O 1.607 -0.676 0.892 -0.592
C 2.377 -1.788 1.314 -0.261
N -0.342 1.162 0.773 -0.907
H 0.517 3.697 1.172 0.227
H 2.207 3.365 1.379 0.248
H 1.049 2.784 2.583 0.224
H 1.449 1.682 -0.211 0.225
H 1.762 0.480 2.612 0.198
H 2.941 0.871 1.421 0.212
H 2.193 -2.604 0.614 0.197
H 2.141 -2.181 2.308 0.199
H 3.450 -1.583 1.302 0.208
H -0.887 1.999 0.575 0.398
H -0.658 0.839 1.684 0.405
C 2.814 0.959 -3.073 0.796
O 2.389 0.460 -2.007 -0.767
N 4.124 1.234 -3.258 -0.794
N 2.009 1.245 -4.134 -0.809
H 4.407 1.792 -4.045 0.407
H 4.779 1.167 -2.499 0.424
H 2.357 1.809 -4.889 0.416
H 1.026 1.109 -4.012 0.394
```

Values from the calculation:
- Net charge: +2
- Kohn-Sham gap: 8.58 eV
- E_HOMO: -0.5912 hartree
- LUMO energy: -7.51 eV